# 1
ORCA calculation (ωB97M-V/def2-TZVPD) on an isolated molecule of C23H27ClN2O6.

## Properties
Relative energy (zero: lowest compared OMol25 entry of this formula, charge and spin): 0.00 kJ/mol
Kohn-Sham gap: 0.321 Ha
DFT total energy: -1913.85724 hartree
Multiplicity: 1

Cartesian coordinates (Å):
C -2.2116 2.4301 -3.2382
O -1.6739 1.1872 -2.8568
C -0.4680 0.8119 -3.3817
C 0.3322 1.6151 -4.1775
C 1.5373 1.1406 -4.6748
C 1.9355 -0.1465 -4.3715
Cl 3.4315 -0.7457 -4.9922
C 1.1556 -0.9705 -3.5745
C -0.0452 -0.4977 -3.0714
N -0.8797 -1.2511 -2.2462
C -0.7828 -2.5665 -1.9565
O -0.0307 -3.3603 -2.4723
C -1.7846 -3.0065 -0.8677
O -1.3202 -2.6164 0.4237
C -1.5711 -1.3826 0.8249
O -2.2414 -0.5844 0.2151
C -0.9806 -1.0740 2.2026
C -0.1760 -2.2128 2.8372
C 1.1597 -2.5418 2.1461
C 2.3178 -1.7877 2.7987
C 1.4224 -4.0448 2.2100
N -0.2229 0.1586 2.0668
C 0.4672 0.4928 0.9267
O 0.5712 -0.2196 -0.0385
C 1.0172 1.8924 1.0980
C 0.3828 2.7739 0.0024
C -1.0532 3.0352 0.3362
C -1.3619 3.4253 1.5630
C -0.2641 3.5617 2.5722
C 0.6183 2.3002 2.5187
C -0.1975 1.1316 3.0440
O -0.7481 1.0380 4.1074
H -1.5857 3.2647 -2.9055
H -2.3476 2.4893 -4.3227
H -3.1834 2.4904 -2.7503
H 0.0299 2.6196 -4.4265
H 2.1525 1.7718 -5.2954
H 1.4710 -1.9737 -3.3436
H -1.5646 -0.6933 -1.7429
H -1.8282 -4.0963 -0.8479
H -2.7742 -2.5762 -1.0543
H -1.8248 -0.8290 2.8637
H 0.0116 -1.9472 3.8801
H -0.8179 -3.0946 2.8287
H 1.1022 -2.2548 1.0936
H 2.4383 -2.1028 3.8339
H 2.1528 -0.7125 2.7865
H 3.2450 -1.9925 2.2688
H 1.4452 -4.3852 3.2436
H 0.6453 -4.5880 1.6789
H 2.3780 -4.2810 1.7488
H 2.1001 1.8688 0.9528
H 0.9290 3.7210 -0.0447
H 0.4882 2.2669 -0.9574
H -1.7998 2.8776 -0.4234
H -2.3762 3.6215 1.8701
H -0.6613 3.6737 3.5807
H 0.3527 4.4354 2.3424
H 1.4868 2.4408 3.1680

Atomic charges from the Löwdin analysis, expressed in e, are listed below: -0.086, -0.094, -0.219, -0.021, -0.111, -0.673, 0.672, -0.022, -0.142, 0.157, -0.422, 0.091, -0.030, 0.035, -0.444, 0.120, -0.126, -0.095, -0.415, -0.059, -0.068, 0.112, -0.370, 0.139, -0.143, -0.110, -0.076, -0.080, -0.125, -0.153, -0.381, 0.133, 0.090, 0.101, 0.098, 0.106, 0.103, 0.105, 0.120, 0.140, 0.137, 0.172, 0.128, 0.121, 0.117, 0.084, 0.063, 0.082, 0.082, 0.075, 0.079, 0.162, 0.128, 0.109, 0.093, 0.108, 0.118, 0.125, 0.160


# 2
ORCA calculation (ωB97M-V/def2-TZVPD) on a structure of composition C54H50GeP4S4Tc.

## Properties
Net charge: -2
Kohn-Sham gap (alpha / beta): 0.203 / 0.216 Ha
DFT total energy: -7203.68086 hartree
Multiplicity: 4

Cartesian coordinates (Å):
Tc -0.7820 -0.2465 -0.2256
S -2.0101 1.6867 -1.3289
P -0.9082 2.6455 0.0860
C -0.0976 1.7191 1.2621
P -1.1212 1.0447 2.4635
S -1.9711 -0.7466 2.1152
C -0.0819 0.8549 3.9654
C 0.9066 1.7942 4.2418
C 1.7030 1.6632 5.3676
C 1.5269 0.5824 6.2214
C 0.5457 -0.3587 5.9494
C -0.2631 -0.2177 4.8302
C -2.4764 2.0717 3.1678
C -3.7912 1.8283 2.7782
C -4.8226 2.6345 3.2316
C -4.5482 3.7049 4.0685
C -3.2418 3.9553 4.4612
C -2.2095 3.1467 4.0121
C 0.4035 3.5696 -0.7798
C 1.7022 3.5716 -0.2927
C 2.6763 4.3322 -0.9259
C 2.3529 5.0822 -2.0458
C 1.0549 5.0730 -2.5411
C 0.0805 4.3223 -1.9056
C -1.9462 4.1120 0.5361
C -1.3223 5.1668 1.2034
C -2.0429 6.2871 1.5809
C -3.4024 6.3590 1.3120
C -4.0313 5.3106 0.6594
C -3.3093 4.1881 0.2777
H 1.0715 2.6053 3.5416
H 2.4784 2.3923 5.5722
H 2.1645 0.4666 7.0907
H 0.4171 -1.2144 6.6028
H -1.0220 -0.9542 4.5991
H -3.9935 0.9803 2.1349
H -5.8422 2.4262 2.9275
H -5.3494 4.3493 4.4126
H -3.0268 4.7843 5.1261
H -1.1904 3.3319 4.3270
H 1.9414 2.9494 0.5626
H 3.6914 4.3234 -0.5479
H 3.1165 5.6644 -2.5500
H 0.8055 5.6501 -3.4245
H -0.9340 4.2918 -2.2870
H -0.2575 5.0959 1.3985
H -1.5451 7.1076 2.0857
H -3.9718 7.2322 1.6106
H -5.0936 5.3643 0.4494
H -3.7911 3.3764 -0.2521
S 2.2885 1.1407 -2.4169
P 1.8511 -0.7600 -2.1568
C 1.0340 -1.3069 -0.6925
P 1.9861 -1.5744 0.7747
S 2.5999 -0.1233 1.9604
C 0.9646 -2.7408 1.7724
C -0.1659 -3.3736 1.2719
C -0.9009 -4.2348 2.0755
C -0.4965 -4.4941 3.3767
C 0.6503 -3.8877 3.8729
C 1.3707 -3.0090 3.0780
C 3.4708 -2.6651 0.6368
C 4.7231 -2.0702 0.5053
C 5.8740 -2.8401 0.5198
C 5.7878 -4.2173 0.6832
C 4.5466 -4.8165 0.8180
C 3.3924 -4.0467 0.7846
C 0.6947 -1.2029 -3.5341
C -0.5215 -0.5194 -3.5714
C -1.4249 -0.7194 -4.6013
C -1.1180 -1.5923 -5.6369
C 0.1062 -2.2412 -5.6377
C 1.0099 -2.0421 -4.6003
C 3.2953 -1.7645 -2.7010
C 3.2385 -3.1557 -2.7320
C 4.3081 -3.8868 -3.2223
C 5.4458 -3.2370 -3.6818
C 5.5084 -1.8531 -3.6539
C 4.4336 -1.1208 -3.1699
H -0.4712 -3.1738 0.2543
H -1.7973 -4.6998 1.6801
H -1.0797 -5.1562 4.0075
H 0.9799 -4.1028 4.8837
H 2.2535 -2.5101 3.4610
H 4.7726 -0.9907 0.4317
H 6.8416 -2.3628 0.4158
H 6.6869 -4.8242 0.6855
H 4.4785 -5.8906 0.9549
H 2.4231 -4.5156 0.9041
H -0.7520 0.1787 -2.7788
H -2.3689 -0.1862 -4.5939
H -1.8246 -1.7638 -6.4415
H 0.3624 -2.9098 -6.4527
H 1.9623 -2.5514 -4.6358
H 2.3416 -3.6519 -2.3787
H 4.2592 -4.9696 -3.2416
H 6.2880 -3.8120 -4.0512
H 6.3983 -1.3432 -4.0059
H 4.4457 -0.0379 -3.1668
C -4.8212 -0.3216 -1.2758
Ge -3.7423 -1.9438 -0.9112
C -4.4484 -3.2531 -2.2552
C -4.4678 -2.6396 0.8117
C -1.7918 -1.6821 -1.0745
H -5.8812 -0.5775 -1.3463
H -4.4990 0.1450 -2.2070
H -4.6837 0.4062 -0.4760
H -5.5356 -3.2980 -2.1568
H -4.0520 -4.2588 -2.1042
H -4.2092 -2.9356 -3.2717
H -5.4363 -3.1108 0.6291
H -4.5950 -1.8155 1.5122
H -3.7955 -3.3639 1.2733
H -1.3964 -2.4739 -1.7189

Here are the Löwdin charges for atoms 1 to 99, given in e: 0.906, 0.326, 0.395, -0.587, 0.396, 0.364, -0.364, -0.150, -0.101, -0.111, -0.099, -0.109, -0.317, -0.118, -0.099, -0.113, -0.097, -0.078, -0.389, -0.145, -0.114, -0.115, -0.102, -0.109, -0.326, -0.086, -0.100, -0.115, -0.100, -0.114, 0.095, 0.094, 0.088, 0.092, 0.060, 0.055, 0.096, 0.090, 0.095, 0.096, 0.079, 0.097, 0.088, 0.090, 0.091, 0.109, 0.093, 0.089, 0.095, 0.060, 0.294, 0.360, -0.653, 0.373, 0.272, -0.382, -0.152, -0.110, -0.112, -0.103, -0.121, -0.339, -0.124, -0.096, -0.120, -0.106, -0.089, -0.317, -0.168, -0.090, -0.120, -0.111, -0.084, -0.354, -0.121, -0.098, -0.114, -0.099, -0.115, 0.049, 0.088, 0.087, 0.091, 0.083, 0.074, 0.093, 0.086, 0.090, 0.102, -0.036, 0.098, 0.086, 0.087, 0.084, 0.114, 0.095, 0.088, 0.091, 0.034


# 3
ORCA calculation (ωB97M-V/def2-TZVPD) on a cluster of 5 separate species, C28H54ClN2O8 in total.

## Properties
Net charge: +1
Relative energy (zero: lowest compared OMol25 entry of this formula, charge and spin): 0.00 kJ/mol
Kohn-Sham gap: 0.286 Ha
DFT total energy: -2270.62516 hartree
Multiplicity: 1

Cartesian coordinates (Å):
C 0.8280 4.9850 -1.4642
C 1.6831 3.6477 -1.3764
C 0.8739 2.3732 -1.8215
C 1.7430 1.0989 -2.1813
C 3.2595 1.1542 -1.7455
C 4.0181 -0.0022 -2.5787
C 5.3482 0.6097 -3.1624
C 5.1654 1.5366 -4.4392
C 3.6818 1.6774 -4.9512
N 3.5858 2.4838 -6.2147
C 3.9879 3.7879 -6.2805
N 3.7076 4.2004 -7.5743
C 3.1403 3.1569 -8.2863
C 3.0442 2.0091 -7.4195
Cl 2.3966 0.4002 -7.6899
H 0.5619 5.2275 -2.5346
H 1.5436 5.8053 -1.1574
H -0.0561 4.9817 -0.7834
H 2.5390 3.8097 -2.1049
H 2.1106 3.5034 -0.3542
H 0.0622 2.1726 -1.0730
H 0.3262 2.6665 -2.7713
H 1.2869 0.2315 -1.6162
H 1.6169 0.8306 -3.2688
H 3.7912 2.0999 -2.0212
H 3.3503 0.8803 -0.6668
H 3.3508 -0.4685 -3.3473
H 4.2943 -0.8392 -1.8719
H 6.0214 -0.2423 -3.4510
H 5.8930 1.2282 -2.3939
H 5.5089 2.5796 -4.1688
H 5.8142 1.1809 -5.2798
H 3.2265 0.6776 -5.1337
H 3.1136 2.2812 -4.1878
H 4.4214 4.4141 -5.4722
H 3.8545 5.1301 -7.9655
H 2.7591 3.1065 -9.3259
O 0.4288 2.6838 1.0307
C 0.7252 2.9304 2.1754
O 1.3439 4.0900 2.4650
C 1.5690 4.5673 3.7978
C 2.8437 3.9918 4.3795
C 0.4938 1.9262 3.2701
H 0.6995 4.3842 4.4315
H 1.6683 5.6507 3.7168
H 2.7906 2.9050 4.4650
H 3.0358 4.4070 5.3702
H 3.6931 4.2182 3.7317
H 1.3294 1.2247 3.2920
H -0.4259 1.3820 3.0533
H 0.3613 2.3701 4.2534
O -2.4109 0.3601 4.3988
C -3.1527 -0.2716 3.6839
O -2.9210 -0.3112 2.3586
C -3.6157 -1.1742 1.4490
C -4.9158 -0.5508 0.9851
C -4.3812 -0.9438 4.2335
H -3.7584 -2.1664 1.8815
H -2.9534 -1.3041 0.5916
H -5.6034 -0.3913 1.8175
H -5.4069 -1.1893 0.2489
H -4.7290 0.4265 0.5355
H -5.1901 -0.2142 4.2879
H -4.1578 -1.3062 5.2353
H -4.7012 -1.8017 3.6626
O -0.4230 -2.4608 -2.7415
C 0.4398 -3.2243 -3.0895
O 0.2438 -4.5500 -2.9832
C 1.1199 -5.5393 -3.5380
C 2.2631 -5.8522 -2.5941
C 1.7765 -2.7145 -3.5624
H 1.4652 -5.2445 -4.5313
H 0.5133 -6.4349 -3.6764
H 2.8894 -4.9756 -2.4172
H 2.8898 -6.6481 -3.0000
H 1.8778 -6.1679 -1.6229
H 2.4091 -2.5206 -2.6957
H 1.6178 -1.7831 -4.1067
H 2.2878 -3.3865 -4.2484
O -6.0881 -2.7997 4.7241
C -6.3196 -3.5296 5.6572
O -7.5905 -3.7623 6.0220
C -7.9825 -4.7499 6.9847
C -7.9065 -4.2027 8.3954
C -5.2009 -4.1153 6.4770
H -7.4065 -5.6690 6.8601
H -9.0180 -5.0019 6.7526
H -6.8858 -3.9245 8.6638
H -8.2630 -4.9423 9.1141
H -8.5152 -3.3012 8.4862
H -4.8916 -3.3871 7.2282
H -4.3609 -4.3258 5.8150
H -5.4546 -5.0555 6.9603

Atomic charges from the Löwdin analysis, expressed in e, are listed below: -0.115, -0.281, -0.210, -0.200, -0.181, -0.203, -0.188, -0.156, -0.122, -0.057, 0.016, 0.098, -0.026, -0.553, 0.742, 0.068, 0.072, 0.075, 0.085, 0.093, 0.096, 0.106, 0.121, 0.085, 0.085, 0.122, 0.063, 0.116, 0.110, 0.119, 0.109, 0.117, 0.096, 0.131, 0.178, 0.181, 0.145, 0.079, -0.494, -0.002, -0.229, -0.066, 0.024, 0.117, 0.123, 0.068, 0.083, 0.082, 0.101, 0.074, 0.077, 0.085, -0.513, -0.005, -0.227, -0.063, -0.008, 0.117, 0.122, 0.071, 0.082, 0.083, 0.109, 0.088, 0.045, 0.107, -0.526, 0.004, -0.231, -0.064, 0.003, 0.113, 0.125, 0.066, 0.084, 0.087, 0.087, 0.076, 0.073, 0.065, -0.501, 0.009, -0.229, -0.064, 0.017, 0.114, 0.124, 0.068, 0.084, 0.086, 0.100, 0.095, 0.071


# 4
ORCA calculation (ωB97M-V/def2-TZVPD) on an isolated molecule of C19H25N3O6S2.

## Properties
Relative energy (zero: lowest compared OMol25 entry of this formula, charge and spin): 92.78 kJ/mol
Kohn-Sham gap: 0.299 Ha
DFT total energy: -2151.07926 hartree
Multiplicity: 1

Cartesian coordinates (Å):
C -5.3850 -3.3920 1.4434
O -4.3702 -2.4184 1.4742
C -4.8541 -1.1319 1.7992
C -3.7575 -0.1032 1.5223
N -3.7922 0.3608 0.1552
C -3.6171 -0.6091 -0.9064
C -4.7335 -0.4965 -1.9581
O -6.0191 -0.6697 -1.4046
C -6.6904 0.5343 -1.0999
S -3.2090 1.8867 -0.1199
O -3.6665 2.7212 0.9500
O -3.5253 2.2489 -1.4688
C -1.4260 1.7033 0.0055
C -0.8263 1.7098 1.2511
C 0.5368 1.5016 1.3443
C 1.2942 1.2700 0.1952
C 2.7540 1.0648 0.3789
O 3.3641 1.4608 1.3520
N 3.3947 0.3774 -0.6173
C 4.7384 0.1211 -0.5646
N 5.3571 -0.5402 -1.4910
C 6.6760 -0.6598 -1.2177
C 7.5541 -1.3871 -2.1662
C 7.0770 -0.0659 -0.0359
C 8.4277 -0.0330 0.5062
C 8.5779 0.6990 1.8164
O 9.3620 -0.5597 -0.0632
S 5.7082 0.6736 0.7597
C 0.6775 1.2855 -1.0549
C -0.6866 1.5033 -1.1453
H -6.1357 -3.1500 0.6825
H -4.9025 -4.3352 1.1956
H -5.8790 -3.4799 2.4181
H -5.1356 -1.1013 2.8625
H -5.7377 -0.8976 1.1928
H -2.7889 -0.5604 1.7704
H -3.9146 0.7829 2.1376
H -2.6484 -0.4682 -1.4019
H -3.6447 -1.6020 -0.4552
H -4.6603 0.4715 -2.4631
H -4.5961 -1.3007 -2.6895
H -6.8652 1.1217 -2.0084
H -7.6481 0.2458 -0.6682
H -6.1303 1.1486 -0.3891
H -1.4290 1.9046 2.1236
H 1.0411 1.5160 2.2985
H 2.9002 -0.0055 -1.4102
H 8.0194 -2.2352 -1.6673
H 8.3601 -0.7372 -2.5016
H 6.9690 -1.7281 -3.0149
H 7.9447 0.2382 2.5718
H 9.6153 0.6668 2.1384
H 8.2624 1.7337 1.6990
H 1.2514 1.1658 -1.9619
H -1.1884 1.5501 -2.0992

Atomic charges from the Löwdin analysis, expressed in e, are listed below: -0.101, -0.208, -0.199, -0.162, -0.236, -0.145, -0.199, -0.189, -0.104, 0.661, -0.272, -0.269, -0.248, -0.034, 0.016, -0.118, -0.425, 0.007, 0.125, -0.558, 0.105, -0.344, -0.025, -0.393, -0.477, -0.041, 0.075, 1.176, -0.004, -0.047, 0.091, 0.090, 0.090, 0.131, 0.120, 0.135, 0.117, 0.118, 0.124, 0.106, 0.128, 0.094, 0.090, 0.075, 0.118, 0.126, 0.148, 0.089, 0.088, 0.078, 0.080, 0.086, 0.080, 0.116, 0.116


- What is the formula in the second record?
  C54H50GeP4S4Tc


- Which of these has the lowest DFT total energy?
  C54H50GeP4S4Tc


- What is the multiplicity in the first record?
  1